--- i ---
ORCA calculation (wB97M-V/def2-TZVPD) on CH4FNP2 in the gas phase.

Geometry (Å):
P: -0.96 -0.59 -1.57
P: -0.30 -0.85 0.53
F: 2.32 -0.04 0.69
N: 0.90 1.77 0.80
C: 1.11 0.52 0.66
H: -0.08 2.05 0.92
H: 0.16 -1.46 -1.80
H: -2.00 -1.47 -1.29
H: -1.15 0.07 1.07

Summary:
Orbital gap in eV: 9.71



--- ii ---
ORCA calculation (wB97M-V/def2-TZVPD) on 2 unconnected molecules or ions with the total composition CH4FNP2.

Geometry (Å):
P: 1.28 -1.24 -1.26
P: -0.32 1.24 -0.40
F: -1.11 -2.46 -2.54
N: 0.52 -0.01 -0.82
C: -0.03 1.14 1.41
H: -0.11 0.23 1.92
H: -0.65 1.82 1.95
H: -0.57 -2.04 -1.91
H: 1.01 1.32 1.66

Summary:
Orbital gap (spin up / spin down) in eV: 6.64 / 6.64



The structure with the least stability is ii.